Entry 1:
14
Properties=species:S:1:pos:R:3 method="wB97M-V/def2-TZVPD" max_force_ev_per_a=1.66 gap_ev=8.35 total_charge=+1 homo_ev=-13.94 de_lowest_kcal_mol=49.6
C 1.78 1.45 -0.08
C -0.48 -0.61 0.51
C -1.13 -1.38 -0.61
N -0.66 0.75 0.47
O 1.89 0.29 -0.55
S 1.48 -1.08 0.29
H 1.92 2.27 -0.78
H 1.64 1.66 0.98
H -0.64 -1.05 1.50
H -0.86 -0.95 -1.58
H -2.21 -1.34 -0.51
H -0.83 -2.43 -0.61
H -0.84 1.26 1.32
H -1.07 1.15 -0.36



Entry 2:
13
Properties=species:S:1:pos:R:3 method="wB97M-V/def2-TZVPD" max_force_ev_per_a=4.87 gap_ev="6.83 / 7.76" homo_ev="-7.17 / -7.76" de_lowest_kcal_mol=115.7
C -1.96 1.75 0.58
C -0.41 0.80 -1.07
C 0.53 -0.97 0.52
N -1.09 1.66 -0.33
P 1.52 -1.43 -0.82
H -2.39 2.81 0.56
H -2.29 1.08 1.26
H -0.99 -0.07 -1.48
H 0.53 1.16 -1.59
H -0.46 -1.40 0.38
H 0.51 -0.01 0.99
H 2.21 -2.81 -0.51
H 2.69 -0.80 -0.37



Entry 3:
13
Properties=species:S:1:pos:R:3 method="wB97M-V/def2-TZVPD" max_force_ev_per_a=1.74 gap_ev=6.15 total_charge=-1 homo_ev=-2.28 smiles=CNCC[S-] de_lowest_kcal_mol=25.7
C 0.91 -1.50 -0.03
N -0.39 -0.92 -0.25
C -0.88 0.32 0.34
C -0.08 1.56 -0.05
S -0.42 3.03 0.98
H 1.45 -0.90 0.70
H 1.54 -1.68 -0.93
H 0.83 -2.54 0.33
H -0.69 -0.91 -1.23
H -1.88 0.43 -0.03
H -1.08 0.31 1.44
H -0.25 1.69 -1.13
H 0.94 1.12 -0.13



Entry 4:
13
Properties=species:S:1:pos:R:3 method="wB97M-V/def2-TZVPD" max_force_ev_per_a=3.80 gap_ev=6.57 total_charge=-1 homo_ev=-2.37 smiles=NCCC[S-] de_lowest_kcal_mol=26.7
N -2.64 -0.04 0.29
C -1.13 0.31 0.22
C -0.54 -0.90 -0.53
C 0.91 -0.40 -0.87
S 1.87 0.50 0.50
H -3.12 0.66 0.82
H -2.94 0.07 -0.69
H -1.10 1.22 -0.33
H -0.50 0.44 1.07
H -0.41 -1.67 0.27
H -1.23 -1.41 -1.24
H 0.86 0.25 -1.76
H 1.44 -1.31 -1.13



Entry 5:
13
Properties=species:S:1:pos:R:3 method="wB97M-V/def2-TZVPD" max_force_ev_per_a=3.83 gap_ev=5.85 total_charge=-1 homo_ev=-2.32 de_lowest_kcal_mol=48.4
C 0.45 -2.57 2.28
S -0.81 -1.27 2.92
H 1.45 -2.17 1.90
H 0.09 -3.19 1.42
H 0.66 -3.20 3.23
C 0.13 2.00 -2.28
C -0.74 0.96 -0.46
N -1.07 1.71 -1.47
H 1.08 2.05 -1.81
H 0.14 1.35 -3.27
H -0.01 2.98 -2.66
H -1.57 0.55 0.14
H 0.19 0.80 0.07



Entry 6:
13
Properties=species:S:1:pos:R:3 method="wB97M-V/def2-TZVPD" max_force_ev_per_a=6.66 gap_ev=6.54 total_charge=-1 homo_ev=-2.42 smiles=NCCC[S-] de_lowest_kcal_mol=45.3
N -0.20 0.46 1.68
C 0.80 0.25 0.78
C 0.51 -0.36 -0.55
C -0.86 -0.29 -1.19
S -2.35 -1.16 -0.70
H -1.04 0.09 1.08
H -0.20 1.49 1.79
H 1.73 -0.40 1.25
H 1.39 1.20 0.84
H 0.69 -1.43 -0.25
H 1.30 -0.05 -1.26
H -1.00 0.70 -1.21
H -0.76 -0.52 -2.26



Entry 7:
13
Properties=species:S:1:pos:R:3 method="wB97M-V/def2-TZVPD" max_force_ev_per_a=2.62 gap_ev=6.47 total_charge=-1 homo_ev=-2.39 de_lowest_kcal_mol=67.5
C 0.84 2.11 -1.04
S 1.46 0.39 -1.43
H 0.18 2.46 -0.16
H 0.52 2.57 -2.00
H 1.69 2.73 -1.02
C 0.17 -1.77 1.29
C -1.51 -0.65 0.08
N -1.22 -1.22 1.19
H 0.29 -2.34 0.32
H 0.97 -1.01 1.39
H 0.03 -2.27 2.32
H -2.50 -0.95 -0.32
H -0.92 -0.03 -0.62



Entry 8:
13
Properties=species:S:1:pos:R:3 method="wB97M-V/def2-TZVPD" max_force_ev_per_a=2.56 gap_ev=6.24 total_charge=-1 homo_ev=-2.42 de_lowest_kcal_mol=57.9
C -1.40 -2.33 -1.79
S -0.85 -1.79 -0.02
H -1.91 -1.45 -2.26
H -2.04 -3.26 -1.69
H -0.61 -2.54 -2.65
C 2.10 2.43 0.23
C 0.09 1.49 1.02
N 0.93 2.43 1.21
H 2.74 3.23 0.60
H 2.64 1.48 0.14
H 1.94 2.75 -0.90
H -0.94 1.34 1.31
H 0.52 0.64 0.54